# 1
101
Properties=species:S:1:pos:R:3:lowdin_spin:R:1 method="wB97M-V/def2-TZVPD" spin_multiplicity=2 gap_ev="6.1999 / 6.0413" max_force_ha_per_bohr=0.064 energy_ev=-88559.1028 charge=+1 e_above_lowest_ev=3.439
Ir -0.44617 -0.04047 -0.16965 0.118
C 1.33714 0.09923 1.32429 0.010
C 2.36662 0.46549 0.38783 0.323
C 2.11492 1.88707 0.03483 0.030
C 1.18537 2.35464 0.92289 0.148
C 0.70138 1.28965 1.76908 0.175
C -0.03926 1.42180 3.07189 0.018
C -1.12533 0.35451 3.24391 0.007
C -0.65795 2.81422 3.22857 0.002
C 1.02655 1.22776 4.17492 0.015
C 2.64887 2.78034 -1.08714 -0.003
C 2.94453 1.98555 -2.36497 0.002
C 3.89343 3.54844 -0.61048 -0.001
C 1.57311 3.82299 -1.44463 -0.001
C 3.56617 -0.44197 0.12708 0.034
C 3.37556 -1.29344 -1.14216 0.026
C 3.73809 -1.42048 1.30420 0.005
C 4.87709 0.35001 0.02839 0.007
H 1.36756 -0.78768 1.93811 -0.001
H 0.84433 3.37524 0.98692 0.005
H -2.01573 0.61016 2.67294 0.000
H -1.40611 0.29298 4.29734 0.001
H -0.78660 -0.63555 2.92945 0.001
H -1.32876 3.04503 2.40049 0.000
H 0.11038 3.58902 3.27998 0.000
H -1.23361 2.85107 4.15413 0.000
H 1.36662 0.19197 4.21804 0.000
H 0.58957 1.49180 5.13918 0.002
H 1.89345 1.87241 4.00892 0.001
H 3.85410 1.39494 -2.29632 0.000
H 3.07128 2.67698 -3.19961 0.000
H 2.11596 1.31993 -2.60981 0.001
H 4.72897 2.89266 -0.38148 0.000
H 3.66080 4.12649 0.28607 0.000
H 4.21043 4.24177 -1.39254 0.000
H 0.61105 3.34418 -1.64465 0.000
H 1.88129 4.35925 -2.34272 0.000
H 1.44526 4.56529 -0.65536 0.000
H 2.44550 -1.85367 -1.08784 0.000
H 4.20988 -1.99626 -1.21300 0.004
H 3.35437 -0.68723 -2.04733 0.000
H 2.92692 -2.14773 1.34330 0.000
H 3.78813 -0.89172 2.25996 0.000
H 4.67447 -1.96369 1.17119 0.001
H 4.94563 0.94850 -0.87439 0.000
H 5.70592 -0.35885 0.00712 0.001
H 5.01443 1.00136 0.89461 0.000
N -1.56257 1.59930 0.16704 0.003
C -2.52746 2.20865 0.08481 -0.002
C -3.73697 2.98132 -0.00039 0.000
C -4.73282 2.57750 -0.88738 0.000
C -5.91208 3.29939 -0.93988 0.000
C -6.08798 4.40597 -0.11783 0.000
C -5.08352 4.80941 0.75446 0.000
C -3.89903 4.09796 0.81921 0.000
H -4.57437 1.70884 -1.51285 0.000
H -6.69630 2.99896 -1.62125 0.000
H -7.01716 4.95978 -0.15477 0.000
H -5.22529 5.67740 1.38440 0.000
H -3.10632 4.39606 1.49313 0.000
F -3.01935 -0.46201 0.76274 0.005
C -2.25580 -0.89270 -0.27963 0.000
F -2.80837 -0.31028 -1.40304 -0.008
C -2.63287 -2.39250 -0.43144 0.000
F -2.45285 -3.07727 0.68500 0.000
F -3.93453 -2.44814 -0.72937 0.000
F -1.95166 -2.95378 -1.42869 0.000
Cl 0.67323 -0.29152 -8.67302 0.000
C 0.49830 -0.21266 -6.95282 -0.001
C -0.44091 0.64695 -6.40411 0.000
C -0.59177 0.69140 -5.02894 0.000
C 0.18837 -0.12178 -4.21487 0.001
C 1.13132 -0.97481 -4.77832 0.000
C 1.29621 -1.01751 -6.15185 0.000
C 0.00532 -0.09234 -2.74989 0.003
O -0.61607 0.86617 -2.19092 0.043
O 0.47174 -1.00722 -2.03123 0.024
H -1.04244 1.27237 -7.04891 0.000
H -1.32506 1.34640 -4.57657 0.000
H 1.73326 -1.60185 -4.13248 0.000
H 2.03481 -1.66425 -6.60438 0.000
C 2.80988 -5.98974 1.33567 0.000
N 1.60916 -5.18227 1.54443 0.000
C 1.33548 -4.88928 2.94273 0.000
C 1.05774 -4.44338 0.54446 0.000
S 0.42973 -2.90566 0.92677 0.000
N 1.04320 -5.00364 -0.68180 -0.001
C 0.85181 -4.24132 -1.90341 0.000
C 1.08371 -6.44876 -0.89222 0.000
H 3.56840 -5.66851 2.05211 0.000
H 3.20637 -5.83778 0.33657 0.000
H 2.62399 -7.05351 1.49365 0.000
H 1.47444 -5.80875 3.51151 0.000
H 0.31387 -4.54611 3.06411 0.000
H 2.01254 -4.12446 3.33278 0.000
H 0.70119 -3.19463 -1.68242 0.000
H -0.01827 -4.61641 -2.44458 0.000
H 1.73379 -4.35134 -2.54232 0.000
H 0.90495 -6.97734 0.03763 0.000
H 2.03250 -6.77546 -1.32297 0.000
H 0.28910 -6.70772 -1.59297 0.000

# 2
105
Properties=species:S:1:pos:R:3:mulliken_charge:R:1 method="wB97M-V/def2-TZVPD" smiles="C#CCCCc1c(P(=O)(O)O)cc(P(CC)CC)c2c1C(=O)C(C[C@@H](C)Cl)=C(CCCCSc1nnco1)C2=O.CC#N.CC#N.CC#N.CC#N.CC#N" spin_multiplicity=1 gap_ev=6.3776 max_force_ha_per_bohr=0.055 energy_ev=-104863.6934 charge=0 e_above_lowest_ev=1.856
C 1.92807 4.44678 6.73662 -0.054
C 1.55808 3.30534 6.59118 -0.485
C 0.91070 2.01789 6.10997 -0.614
C 0.33600 2.14349 4.62766 -0.022
C 1.12885 1.09685 3.76572 -1.493
C 0.72226 1.06313 2.28187 0.167
C 0.91439 2.24156 1.44232 0.903
P 1.67839 3.80970 2.01061 0.763
O 0.64703 4.75317 2.48468 -0.764
O 2.80168 3.59581 3.19694 -0.466
O 2.46430 4.58759 0.76058 -0.518
C 0.50556 2.22955 0.08054 -0.498
C -0.08204 1.06908 -0.55664 0.942
P -0.51508 1.20716 -2.33888 -0.196
C 0.50516 0.06529 -3.41701 -0.264
C 1.69038 -0.68033 -2.70215 -0.935
C -0.16266 2.92741 -2.98963 -0.718
C 1.43122 3.08719 -3.05142 -0.527
C -0.25809 -0.08059 0.26360 -0.321
C 0.14775 -0.09451 1.66144 -0.309
C -0.06817 -1.40634 2.41251 -0.055
O 0.63480 -1.84320 3.29776 -0.653
C -1.26936 -2.28308 1.97420 1.219
C -1.99889 -3.15925 3.01387 -1.311
C -1.10267 -4.26958 3.66234 0.407
C -1.92852 -5.45299 4.30204 -1.220
Cl 0.06996 -4.97143 2.46821 -0.225
C -1.64487 -2.26515 0.67805 0.894
C -2.78650 -3.10967 0.07757 -1.691
C -4.22111 -2.71122 0.56703 -0.713
C -4.94143 -1.62651 -0.31884 -0.688
C -5.06520 -0.30129 0.51978 -0.623
S -6.62410 0.55907 0.06174 -0.202
C -6.65888 2.05740 1.04554 0.486
N -5.79776 3.06131 1.07876 -0.251
N -6.33116 3.94185 1.98003 -0.406
C -7.45756 3.47576 2.43436 0.088
O -7.71847 2.24307 1.88388 -0.244
C -0.89715 -1.34068 -0.32089 -0.400
O -0.84432 -1.66679 -1.48452 -0.600
H 2.16990 5.49457 6.89066 0.369
H 1.73181 1.25750 6.10014 0.281
H 0.15939 1.63243 6.82898 0.375
H -0.74989 1.93013 4.68803 0.454
H 0.50191 3.19388 4.32389 0.155
H 2.21211 1.37184 3.80214 0.267
H 1.04763 0.12433 4.28657 0.748
H 3.68247 3.90768 2.94188 0.276
H 3.38765 4.27514 0.79894 0.271
H 0.66262 3.13817 -0.52001 0.076
H 0.93843 0.65463 -4.26276 0.275
H -0.20712 -0.64289 -3.89349 0.534
H 1.98364 -0.25476 -1.72310 -0.003
H 2.57855 -0.67828 -3.38207 0.355
H 1.41516 -1.74564 -2.56879 0.292
H -0.52490 3.07068 -4.02809 0.459
H -0.51869 3.72440 -2.29679 0.441
H 1.83927 2.69258 -4.00930 0.314
H 1.76145 4.14668 -2.97176 0.131
H 1.92588 2.50581 -2.23542 -0.013
H -2.90944 -3.65130 2.62264 0.342
H -2.32443 -2.47853 3.83752 0.329
H -0.56265 -3.78881 4.50694 0.331
H -2.97566 -5.13671 4.48276 0.334
H -1.41014 -5.74753 5.24316 0.346
H -1.84630 -6.31550 3.60657 0.312
H -2.79141 -3.06984 -1.03651 0.382
H -2.59477 -4.17616 0.33649 0.466
H -4.84330 -3.63893 0.50871 0.384
H -4.24029 -2.42328 1.64222 0.447
H -4.42927 -1.46223 -1.29322 0.359
H -5.98348 -1.99080 -0.49435 0.460
H -4.14868 0.29947 0.33283 0.223
H -5.10334 -0.48099 1.61568 0.356
H -8.18512 3.89186 3.13882 0.380
C 1.47559 6.30270 -5.26925 -0.804
C 0.72798 5.22383 -5.94155 0.444
N 0.14487 4.38051 -6.46486 -0.407
H 2.53503 6.22297 -5.50862 0.265
H 1.10664 7.27153 -5.60289 0.323
H 1.34713 6.22457 -4.19066 0.230
C -0.41489 0.03573 -7.31653 -0.837
C -1.45730 0.61594 -6.45035 0.431
N -2.27025 1.06877 -5.77341 -0.412
H -0.36998 0.58255 -8.25724 0.336
H 0.55362 0.09827 -6.82174 0.222
H -0.64365 -1.00925 -7.52171 0.316
C 5.15084 -0.01201 -0.07113 -0.911
C 4.36922 1.13501 -0.57369 0.409
N 3.75376 2.02670 -0.96606 -0.420
H 6.06324 0.34414 0.40645 0.413
H 4.56363 -0.57131 0.65494 0.283
H 5.41293 -0.66619 -0.89236 0.164
C 0.26971 -6.51950 -0.84798 -0.196
C -0.52108 -7.57853 -1.50301 0.216
N -1.13840 -8.40464 -2.01407 -0.382
H 1.32056 -6.62307 -1.11510 0.341
H -0.08375 -5.54009 -1.16913 0.011
H 0.16836 -6.59677 0.23428 0.027
C 7.91730 -3.31744 -2.17778 -0.776
C 6.80360 -2.97921 -1.27206 0.406
N 5.93397 -2.71506 -0.56504 -0.421
H 7.75206 -4.30104 -2.61485 0.272
H 7.98223 -2.57922 -2.97593 0.277
H 8.85457 -3.32660 -1.62346 0.269